--- i ---
85
Properties=species:S:1:pos:R:3:lowdin_charge:R:1 method="wB97M-V/def2-TZVPD" charge=+2 orbital_gap_ev=7.21 e_homo_ev=-13.80
W -0.67 0.41 0.36 1.633
Br 0.29 3.20 3.44 0.862
C -0.22 1.46 4.03 -0.694
C -0.12 1.20 5.38 -0.081
C -0.41 -0.08 5.81 -0.007
C -0.74 -1.05 4.88 0.030
C -0.82 -0.67 3.55 -0.169
N -0.61 0.58 3.12 0.028
C -1.03 -1.75 2.49 -0.508
O -1.19 -2.89 2.83 0.152
O -1.03 -1.35 1.23 -0.227
H 0.19 1.98 6.06 0.112
H -0.35 -0.33 6.87 0.128
H -0.93 -2.08 5.14 0.134
O 1.25 0.41 1.33 -0.664
S 2.54 1.06 0.75 1.082
C 3.34 -0.27 -0.11 -0.397
C 3.54 -0.10 -1.48 -0.085
C 4.11 -1.15 -2.20 -0.048
C 4.46 -2.32 -1.55 -0.039
C 4.26 -2.47 -0.18 -0.054
C 3.69 -1.44 0.55 -0.060
C 3.55 1.25 2.20 -0.396
C 3.22 0.60 3.38 -0.087
C 4.04 0.77 4.49 -0.045
C 5.17 1.58 4.40 -0.042
C 5.49 2.22 3.21 -0.045
C 4.67 2.06 2.10 -0.067
H 3.25 0.82 -1.96 0.111
H 4.28 -1.04 -3.26 0.118
H 4.91 -3.13 -2.11 0.121
H 4.55 -3.38 0.32 0.121
H 3.53 -1.53 1.62 0.120
H 2.33 -0.02 3.43 0.104
H 3.80 0.28 5.42 0.117
H 5.80 1.71 5.26 0.119
H 6.36 2.84 3.14 0.120
H 4.91 2.56 1.16 0.120
C 0.17 3.86 -0.70 0.019
C -0.95 3.55 0.21 -0.367
N -1.29 2.36 0.72 -0.110
C -2.37 2.56 1.58 -0.147
C -2.68 3.87 1.57 -0.040
N -1.78 4.47 0.72 0.150
H 0.51 2.96 -1.20 0.041
H 1.01 4.28 -0.12 0.100
H -0.13 4.60 -1.44 0.102
H -2.85 1.75 2.10 0.124
H -3.45 4.42 2.08 0.138
H -1.73 5.45 0.51 0.185
C 0.03 0.54 -1.26 -0.426
Ge -0.69 -0.71 -2.41 1.093
C -1.76 -0.23 -3.93 -0.316
C -1.33 0.78 -4.78 -0.103
C -2.08 1.08 -5.91 -0.060
C -3.26 0.39 -6.17 -0.047
C -3.68 -0.62 -5.31 -0.053
C -2.93 -0.94 -4.19 -0.113
C -0.19 -2.53 -2.10 -0.300
C 0.73 -2.82 -1.09 -0.116
C 1.05 -4.13 -0.81 -0.052
C 0.45 -5.16 -1.54 -0.039
C -0.45 -4.87 -2.56 -0.050
C -0.76 -3.55 -2.84 -0.086
C -2.63 0.00 -0.47 -0.338
C -3.47 -1.06 -0.10 -0.090
C -4.80 -1.11 -0.48 -0.057
C -5.35 -0.08 -1.24 -0.048
C -4.54 0.97 -1.65 -0.068
C -3.20 0.98 -1.31 -0.164
H -0.42 1.33 -4.58 0.102
H -1.76 1.86 -6.58 0.115
H -3.84 0.63 -7.05 0.117
H -4.60 -1.16 -5.52 0.117
H -3.27 -1.71 -3.51 0.106
H 1.20 -2.02 -0.53 0.070
H 1.75 -4.37 -0.03 0.111
H 0.69 -6.19 -1.32 0.119
H -0.90 -5.68 -3.13 0.117
H -1.45 -3.32 -3.64 0.096
H -3.07 -1.88 0.48 0.100
H -5.42 -1.94 -0.17 0.116
H -6.39 -0.11 -1.52 0.117
H -4.94 1.76 -2.27 0.116
H -2.58 1.80 -1.67 0.096

--- ii ---
85
Properties=species:S:1:pos:R:3:lowdin_charge:R:1 method="wB97M-V/def2-TZVPD" charge=+2 orbital_gap_ev=6.67 e_homo_ev=-13.40
W -0.76 0.03 0.07 1.546
Br -0.46 2.78 2.57 0.939
C -1.14 1.12 3.09 -0.675
C -1.36 0.90 4.44 -0.067
C -1.98 -0.27 4.84 0.015
C -2.42 -1.17 3.88 0.045
C -2.16 -0.89 2.56 -0.163
N -1.46 0.21 2.16 -0.035
C -2.67 -1.80 1.46 -0.591
O -3.45 -2.68 1.70 0.139
O -2.23 -1.46 0.28 -0.233
H -1.06 1.66 5.16 0.117
H -2.15 -0.46 5.89 0.132
H -2.96 -2.07 4.11 0.141
O -0.53 -0.73 -1.77 -0.630
S -1.51 -1.74 -2.52 1.178
C -0.80 -1.71 -4.15 -0.399
C 0.21 -0.84 -4.50 -0.067
C 0.70 -0.90 -5.79 -0.045
C 0.18 -1.80 -6.70 -0.041
C -0.83 -2.68 -6.32 -0.042
C -1.33 -2.65 -5.03 -0.067
C -3.03 -0.88 -2.74 -0.405
C -4.14 -1.42 -2.10 -0.074
C -5.37 -0.79 -2.27 -0.043
C -5.46 0.35 -3.04 -0.044
C -4.34 0.89 -3.66 -0.053
C -3.11 0.27 -3.52 -0.058
H 0.63 -0.15 -3.77 0.110
H 1.50 -0.23 -6.09 0.119
H 0.57 -1.84 -7.71 0.120
H -1.22 -3.39 -7.03 0.121
H -2.10 -3.34 -4.73 0.123
H -4.05 -2.31 -1.48 0.118
H -6.25 -1.21 -1.80 0.123
H -6.42 0.83 -3.17 0.120
H -4.43 1.78 -4.27 0.118
H -2.23 0.65 -4.03 0.122
C -0.26 3.45 -1.11 0.005
C -1.60 2.91 -0.77 -0.357
N -1.93 1.65 -0.44 -0.078
C -3.31 1.62 -0.21 -0.092
C -3.79 2.86 -0.41 -0.022
N -2.71 3.65 -0.75 0.154
H 0.43 2.66 -1.36 0.060
H 0.15 4.00 -0.25 0.083
H -0.35 4.14 -1.95 0.102
H -3.82 0.71 0.03 0.118
H -4.79 3.26 -0.34 0.136
H -2.74 4.63 -0.97 0.185
C 0.85 0.69 0.26 -0.359
Ge 2.45 0.20 1.36 0.957
C 4.01 -0.37 0.38 -0.289
C 3.94 -1.37 -0.59 -0.109
C 5.08 -1.80 -1.24 -0.074
C 6.31 -1.24 -0.92 -0.064
C 6.40 -0.25 0.04 -0.065
C 5.25 0.19 0.69 -0.100
C 2.80 1.64 2.60 -0.339
C 2.62 1.52 3.98 -0.124
C 2.85 2.60 4.82 -0.073
C 3.25 3.82 4.29 -0.065
C 3.44 3.95 2.92 -0.072
C 3.22 2.86 2.09 -0.139
C 1.52 -1.39 2.07 -0.253
C 1.71 -1.95 3.33 -0.075
C 1.05 -3.12 3.71 -0.041
C 0.19 -3.77 2.83 -0.044
C 0.00 -3.25 1.57 -0.063
C 0.64 -2.06 1.21 -0.204
H 2.99 -1.83 -0.84 0.094
H 5.02 -2.58 -1.98 0.109
H 7.21 -1.58 -1.43 0.113
H 7.36 0.19 0.29 0.113
H 5.33 0.97 1.44 0.097
H 2.29 0.59 4.41 0.082
H 2.71 2.49 5.89 0.112
H 3.44 4.66 4.95 0.114
H 3.78 4.89 2.51 0.112
H 3.39 2.99 1.02 0.108
H 2.40 -1.51 4.04 0.100
H 1.22 -3.53 4.69 0.119
H -0.30 -4.69 3.13 0.122
H -0.65 -3.75 0.86 0.125
H 0.61 -1.79 0.14 0.067

Going by the energies, ii is most stable and the next is 22.7 kcal/mol up.

--- i ---
7
Properties=species:S:1:pos:R:3:lowdin_charge:R:1 method="wB97M-V/def2-TZVPD" smiles="S=c1nn[nH]o1" orbital_gap_ev=7.65 e_homo_ev=-9.42
C -0.91 0.24 -0.26 -0.864
H 1.46 -0.68 1.01 0.244
N 0.02 1.24 -0.19 0.038
N 1.19 0.76 -0.08 0.020
N 1.12 -0.64 -0.17 -0.001
O -0.30 -1.02 -0.25 -0.115
S -2.57 0.09 -0.06 0.678

--- ii ---
7
Properties=species:S:1:pos:R:3:lowdin_charge:R:1 method="wB97M-V/def2-TZVPD" orbital_gap_ev=10.69 e_homo_ev=-10.12
C -1.87 1.70 -0.65 -0.873
N -0.73 -0.80 1.39 -0.303
N -0.61 -1.17 2.42 0.200
N -0.60 -0.43 0.26 0.071
O -0.86 2.25 -0.83 0.118
S -3.28 1.04 -0.48 0.759
H -1.35 -0.68 -0.36 0.027

Going by the energies, ii is most stable and the next is 68.2 kcal/mol up.

--- i ---
23
Properties=species:S:1:pos:R:3:lowdin_charge:R:1 method="wB97M-V/def2-TZVPD" smiles="N[C@@H]1C[N@H+]1C[C@H]1C=NNC1" charge=+1 orbital_gap_ev=10.32 e_homo_ev=-12.96
C 2.02 1.16 -0.20 -0.066
C 0.79 -1.11 -0.68 -0.056
C -0.95 -1.92 1.03 -0.003
C 1.24 0.28 -1.22 -0.204
C -0.05 1.05 -1.31 -0.160
C -1.67 -0.78 0.37 -0.274
N 0.82 1.85 0.51 -0.046
N -0.14 1.97 -0.45 0.013
N -2.37 0.24 1.05 0.125
N -0.17 -0.86 0.40 -0.024
H 2.46 0.69 0.70 0.127
H 2.65 1.72 -0.80 0.092
H 0.46 -1.64 -1.49 0.114
H 1.49 -1.72 -0.30 0.103
H -0.95 -2.09 2.10 0.129
H -0.99 -2.95 0.61 0.152
H 2.02 0.18 -2.00 0.159
H -0.80 1.01 -2.12 0.143
H -2.05 -1.14 -0.64 0.192
H -2.45 0.99 0.39 0.084
H 0.85 2.78 0.89 0.126
H 0.01 -0.20 1.16 0.164
H -2.22 0.48 2.01 0.110

--- ii ---
23
Properties=species:S:1:pos:R:3:lowdin_charge:R:1 method="wB97M-V/def2-TZVPD" smiles=N#C[C@H](N)N1CC[NH2+]CC1 charge=+1 orbital_gap_ev=9.76 e_homo_ev=-13.07
C -2.79 -0.67 -0.09 -0.175
C 0.30 -1.15 0.74 -0.148
C 0.03 0.48 -0.98 -0.193
C 1.79 -0.88 0.84 -0.099
C 1.44 0.87 -0.97 -0.069
C -1.84 0.23 0.57 -0.396
N -3.33 -1.30 -0.88 0.187
N -0.39 0.08 0.35 -0.110
N -2.37 1.58 0.39 0.037
N 2.19 -0.39 -0.48 0.101
H 0.24 -1.97 -0.03 0.155
H -0.11 -1.37 1.64 0.099
H -0.61 1.21 -1.38 0.118
H 0.00 -0.47 -1.59 0.147
H 2.05 -0.29 1.68 0.127
H 2.32 -1.89 1.12 0.181
H 1.68 1.26 -1.90 0.120
H 1.54 1.73 -0.32 0.153
H -1.95 -0.02 1.73 0.178
H -2.17 2.21 1.23 0.121
H -3.30 1.85 -0.02 0.127
H 3.12 0.01 -0.51 0.182
H 2.15 -1.10 -1.16 0.157

Going by the energies, ii is most stable and the next is 25.1 kcal/mol up.